Entry from the OMol25 dataset: a 6-piece molecular cluster, H12O6 overall (ωB97M-V/def2-TZVPD).

Properties
**Structure (SMILES)**: O.O.O.O.O.O
**Total charge**: 0

Each line ends with the Mulliken charge.
Positions of all 18 atoms, in Å:
H  -0.218  -1.196  0.008  0.322
H  -1.674  1.678  4.646  0.318
O  -0.177  -4.738  3.589  -0.639
H  1.056  -1.004  -5.139  0.316
O  -4.136  4.131  -1.266  -0.638
H  -3.948  3.567  -2.016  0.319
H  4.557  1.274  -0.024  0.315
O  -1.420  1.864  3.742  -0.637
H  -0.471  1.983  3.780  0.322
O  1.444  -0.782  -5.986  -0.635
H  0.715  -4.417  3.460  0.318
H  -0.664  0.097  0.657  0.323
H  3.737  0.292  -0.833  0.321
H  -3.904  3.601  -0.503  0.319
O  -0.214  -0.247  -0.115  -0.647
H  0.857  -1.179  -6.630  0.319
O  4.572  0.760  -0.831  -0.637
H  -0.113  -5.684  3.460  0.321

Entry from the OMol25 dataset: C18H40I2N3O8S3 as an isolated structure (ωB97M-V/def2-TZVPD).

Properties
**Total charge**: -1

Each line ends with the Mulliken charge.
Positions of all 74 atoms, in Å:
H  -1.802  3.493  5.004  0.401
H  5.186  4.958  -5.247  0.399
H  -1.579  -0.134  -4.521  0.369
C  4.441  4.097  -5.248  -0.721
O  0.007  3.265  -6.930  -0.602
I  -1.190  5.053  -3.158  0.048
N  -2.653  -4.353  1.914  -0.267
C  -0.672  3.553  3.193  -0.134
H  3.915  2.136  -3.310  0.168
C  0.344  -3.157  2.994  -0.316
H  4.660  0.488  -3.034  0.309
H  -0.199  0.424  2.064  -0.037
H  -3.908  -3.571  3.391  0.403
C  4.021  1.106  -3.750  -0.662
H  5.359  0.264  -5.286  0.321
H  0.341  -2.070  2.870  -0.036
H  2.988  0.629  -3.733  0.067
H  4.043  4.030  -4.196  0.250
O  -0.595  -3.570  3.974  -0.370
H  -3.406  -6.811  3.253  0.340
H  1.720  2.898  0.918  0.418
H  0.783  4.379  1.014  0.387
H  0.152  -3.643  2.034  0.272
H  0.667  0.722  4.319  0.276
H  -3.855  -7.590  1.757  0.353
H  -0.653  4.645  3.229  0.412
H  -0.386  -6.021  2.328  0.123
H  -1.127  0.907  -5.997  0.283
H  0.246  1.166  6.003  0.360
C  0.740  3.300  1.193  -0.989
H  -0.071  3.033  -0.756  0.043
C  -0.606  3.291  -4.321  -0.233
H  1.337  -3.462  3.331  0.255
H  -2.197  -2.660  4.820  0.361
H  -2.846  -4.869  3.964  0.152
N  1.598  4.843  -5.477  -0.581
H  0.671  2.079  2.803  0.097
C  4.552  1.071  -5.249  -0.297
C  -0.965  0.744  -4.890  -0.907
H  -0.071  -7.633  2.948  0.317
H  0.124  0.439  -4.767  0.143
H  -1.207  -0.398  0.882  0.317
H  -0.077  3.238  5.268  0.389
N  0.591  3.074  2.636  -0.358
H  -1.321  3.019  0.461  0.294
C  -1.885  -2.978  3.821  -0.445
S  5.364  2.621  -5.836  -0.097
S  0.710  3.400  -5.604  1.136
H  -3.105  -5.682  0.406  0.370
H  -1.856  -2.085  3.189  0.097
H  -1.523  3.246  2.577  0.138
C  -0.911  3.005  4.598  -0.845
O  2.926  3.758  -7.574  -0.621
O  3.408  6.032  -6.866  -0.744
H  -1.220  -6.597  3.811  0.271
C  -0.899  0.587  1.239  -0.297
H  -4.456  -5.304  1.463  0.390
I  -2.805  1.931  -2.557  -0.017
S  3.062  4.639  -6.375  1.145
H  -1.789  1.119  1.587  0.302
H  -1.664  -4.533  1.791  0.045
C  -3.157  -6.865  2.188  -0.463
O  -1.865  -7.427  1.999  -0.432
C  -2.903  -3.994  3.309  -0.227
H  -0.540  -0.212  5.211  0.108
O  -0.248  1.259  0.178  -0.433
C  -0.143  0.794  5.050  -0.575
C  -3.385  -5.536  1.454  -0.710
C  -0.849  -6.878  2.822  -0.480
O  -1.198  1.607  4.566  -0.309
O  1.647  2.239  -5.341  -0.559
C  -0.301  2.678  0.253  0.063
C  -1.256  2.080  -4.096  0.106
H  3.741  0.696  -5.955  0.263

Entry from the OMol25 dataset: a 4-piece molecular cluster, C30H45INO6PS5 overall (ωB97M-V/def2-TZVPD).

Properties
**Structure (SMILES)**: CCCCCCc1c(I)ccc2c1Sc1ccc([PH2]=S)cc1N2.O=S1(=O)CCCC1.O=S1(=O)CCCC1.O=S1(=O)CCCC1
**Total charge**: 0

Each line ends with the Mulliken charge.
Positions of all 89 atoms, in Å:
O  7.974  -1.510  6.163  -0.666
H  4.591  1.147  5.689  0.318
H  -6.069  -0.294  -2.025  0.333
H  5.295  -0.391  1.605  0.358
H  6.155  -1.302  8.172  0.383
C  6.470  0.323  5.005  -0.097
O  -0.908  2.058  1.995  -0.733
S  1.901  -4.747  -2.702  -0.433
H  -1.385  5.631  1.415  0.303
H  3.015  -3.065  -4.595  0.089
H  -2.795  2.667  -0.534  -0.922
C  5.723  -0.788  7.317  -0.706
S  5.639  -1.944  -0.168  1.231
C  -0.827  -0.883  -4.681  -0.489
H  -1.249  3.494  -0.193  0.373
C  5.879  0.729  7.371  -0.599
H  5.054  -2.505  3.343  0.135
O  4.935  -0.965  -0.968  -0.666
C  -2.276  3.344  0.140  0.657
H  -3.287  4.134  3.250  0.363
H  -4.372  -0.493  -2.499  0.214
H  -4.683  -2.134  -0.092  0.308
C  -0.137  0.093  -2.593  -0.974
H  4.891  -4.165  -0.607  0.484
H  -5.760  2.105  -1.727  0.720
H  3.712  -2.001  2.312  0.271
C  5.652  1.225  5.937  -0.730
C  1.066  -1.786  -3.458  0.552
C  5.651  -1.418  1.550  -0.770
C  -5.146  -1.230  0.305  -0.556
O  -3.415  1.848  1.963  -0.599
H  -5.002  0.887  0.106  0.293
H  -0.246  0.852  -1.826  0.484
H  -1.181  -0.520  -6.645  0.244
H  5.724  -4.217  1.696  0.325
H  6.889  0.987  7.697  0.302
S  -2.275  1.280  -3.847  -0.213
H  3.405  -2.377  -2.517  -0.013
O  5.813  -2.248  5.114  -0.705
C  -5.021  1.571  -2.330  0.292
C  -5.058  0.101  -1.890  -0.159
S  6.596  -1.268  5.831  1.099
C  -3.917  -1.261  -6.492  -0.478
H  7.480  0.701  4.861  0.388
C  -2.992  -0.591  -5.705  -0.188
C  4.734  -2.390  2.303  -0.146
C  -2.992  4.675  0.338  -0.721
H  6.679  -1.475  1.906  0.389
O  6.959  -2.397  -0.523  -0.704
C  -3.454  0.405  -4.855  1.104
H  -2.977  6.135  1.964  0.362
H  3.563  -3.065  -0.145  0.253
C  -4.813  0.750  -4.778  0.654
C  4.588  -3.369  0.070  -0.563
H  -5.939  -1.487  -7.109  0.364
H  -4.064  4.505  0.469  0.323
H  -1.513  4.272  3.345  0.354
P  2.415  -2.975  -3.322  0.266
C  -5.310  1.821  -3.834  -1.894
H  1.576  -0.784  -1.629  0.450
C  4.762  -3.724  1.543  -0.893
C  -5.259  -0.951  -6.465  -0.847
H  -6.235  -1.248  0.278  0.352
H  -5.437  -0.582  2.406  0.275
H  -2.859  5.331  -0.521  0.396
H  -3.526  0.084  -0.333  0.173
H  -4.654  -2.155  2.246  0.387
H  -4.041  1.965  -2.075  -0.585
C  -2.399  5.281  1.616  -0.660
H  -3.763  -0.683  1.907  0.217
C  0.894  -0.818  -2.470  -0.614
N  -1.626  -0.970  -5.854  -0.160
H  0.338  -2.560  -5.308  0.419
H  5.938  2.269  5.821  0.352
C  0.204  -1.802  -4.543  -0.550
H  3.979  -4.399  1.884  0.397
C  -5.686  0.062  -5.618  -0.400
H  -4.801  2.754  -4.106  0.304
C  -2.363  4.172  2.675  -0.732
C  -4.737  -1.161  1.802  -1.067
H  -3.577  -2.050  -7.152  0.452
H  5.175  1.176  8.071  0.352
S  -2.216  2.621  1.776  1.182
C  -4.613  0.010  -0.424  -0.555
H  5.987  0.184  4.041  -0.125
H  -6.370  2.020  -3.947  0.327
I  -7.765  0.475  -5.696  0.030
H  4.679  -1.074  7.194  0.351
C  -0.988  0.074  -3.686  0.904

Entry from the OMol25 dataset: C38H34FN6O6SSc as an isolated structure (ωB97M-V/def2-TZVPD).

Properties
**Total charge**: 0

Each line ends with the Mulliken charge.
Positions of all 87 atoms, in Å:
O  -0.668  -0.470  1.931  -0.221
C  -1.993  3.707  -5.431  -0.296
C  -5.786  -1.517  -1.850  0.339
C  -0.152  1.616  -2.194  0.557
C  4.452  0.391  1.128  -0.978
N  -2.883  -4.379  -2.648  0.245
C  3.824  1.991  -1.334  -1.832
H  -8.634  -3.323  -1.476  0.363
N  -7.444  -2.834  -3.174  0.425
H  -0.847  -4.850  -2.562  0.708
F  -6.735  -0.602  -1.538  -0.365
C  -1.201  -3.040  -1.566  -0.164
C  0.290  -2.885  -1.255  0.080
O  0.619  -1.772  -0.737  -0.566
Sc  -0.070  -0.085  0.160  0.174
C  4.692  -0.322  2.290  -0.400
C  -8.227  -1.665  -3.567  -0.557
H  -4.254  -0.482  -0.771  0.747
H  5.253  0.918  0.629  0.446
H  -7.562  -0.923  -3.998  0.467
O  -2.107  -1.182  3.462  -0.756
H  -9.019  -1.763  -5.619  0.383
C  -8.267  -3.768  -2.408  -0.486
H  -2.451  2.449  6.519  0.365
O  -0.910  0.956  -1.411  -0.337
C  -0.016  2.791  -4.413  -0.250
C  -1.429  -0.293  2.963  0.226
C  -1.448  3.520  4.938  -0.464
H  -2.423  0.303  5.264  0.432
C  -4.517  -1.344  -1.373  -0.585
H  -4.475  -6.262  -1.571  0.234
C  -3.866  -3.441  -2.390  -0.183
H  -2.467  4.241  -6.246  0.374
C  -9.463  -4.189  -3.300  -0.600
H  4.242  2.746  -0.666  0.356
H  4.638  1.367  -1.709  0.350
H  3.332  2.482  -2.168  0.374
C  -3.200  -5.637  -3.272  -0.352
N  2.148  -0.212  1.221  0.541
C  3.643  -0.979  2.911  -0.937
H  3.788  -1.541  3.822  0.407
N  -9.213  -3.625  -4.659  -0.122
C  -9.261  -2.134  -4.626  -0.860
C  -1.593  -4.121  -2.271  -0.534
H  -8.740  -1.200  -2.722  0.462
C  -2.650  -6.885  -2.657  -0.934
H  -8.228  -3.846  -4.863  0.402
H  -10.272  -1.826  -4.374  0.354
H  -10.409  -3.793  -2.937  0.332
H  -2.329  -7.680  -3.313  0.264
H  5.691  -0.364  2.708  0.403
C  -3.541  -2.301  -1.639  0.755
C  -2.141  2.596  -3.305  -0.280
C  -2.748  3.277  -4.348  -0.726
H  -1.442  4.466  5.468  0.348
H  -7.657  -4.631  -2.151  0.396
C  -2.011  2.393  5.530  -0.518
H  1.049  2.604  -4.415  0.423
C  -4.112  -6.581  -2.539  -0.412
H  -0.470  4.310  3.201  0.434
C  -0.897  3.437  3.677  -0.874
C  -6.132  -2.619  -2.631  -1.317
H  1.522  -1.368  2.785  0.545
H  -3.276  -5.593  -4.354  0.412
C  -1.425  1.089  3.566  0.046
N  1.157  1.724  -2.077  -1.261
N  1.588  1.042  -0.977  1.474
C  -0.626  3.462  -5.461  -0.739
C  -0.869  2.231  2.951  1.072
O  -1.975  -1.146  -0.364  -0.663
H  -0.036  3.799  -6.304  0.379
H  -4.817  -7.171  -3.111  0.281
H  -9.549  -5.270  -3.378  0.374
C  -0.771  2.352  -3.330  0.141
H  -2.045  -6.767  -1.768  0.348
C  -2.185  -2.086  -1.119  1.540
H  -2.707  2.259  -2.446  0.493
C  2.384  -0.889  2.335  -0.324
C  2.812  1.157  -0.612  0.589
C  3.160  0.421  0.611  0.611
S  -0.193  2.325  1.338  -0.488
C  -5.164  -3.576  -2.892  -0.811
H  -9.834  -4.012  -5.364  0.273
H  -3.812  3.480  -4.313  0.387
C  -1.994  1.200  4.836  -0.735
O  1.020  -3.821  -1.550  -0.799
H  -5.425  -4.422  -3.512  0.596

Number 1: lowest unoccupied orbital energy 0.250 eV, E -458.60477 Eh. Number 2: lowest unoccupied orbital energy 1.680 eV, E -3265.80021 Eh. Number 3: lowest unoccupied orbital energy 0.220 eV, E -4306.29759 Eh. Number 4: lowest unoccupied orbital energy -1.911 eV, E -3507.36855 Eh.